Record 1
{"formula": "C31H38N2O7", "method": "ωB97M-V with the def2-TZVPD basis set", "de_lowest_kj_mol": 762.6, "e_tot_ha": -1840.12584, "largest_force_ev_per_a": 3.85, "homo_energy_ev": -5.14, "charge": 0, "gap_ev": 3.30, "species": ["C", "C", "O", "C", "C", "C", "C", "C", "C", "O", "O", "C", "C", "O", "H", "H", "H", "H", "H", "H", "H", "H", "H", "H", "H", "H", "H", "H", "H", "H", "H", "C", "O", "C", "C", "C", "C", "C", "O", "C", "C", "N", "C", "C", "C", "C", "C", "C", "C", "C", "C", "C", "O", "N", "C", "C", "C", "H", "H", "H", "H", "H", "H", "H", "H", "H", "H", "H", "H", "H", "H", "H", "H", "H", "H", "H", "H", "H"], "coordinates": [[5.091, 3.521, 3.586], [4.626, 2.109, 3.784], [3.269, 2.095, 3.296], [2.749, 0.858, 3.344], [1.355, 0.710, 2.939], [0.719, -0.615, 3.279], [0.691, -0.893, 4.788], [1.498, -1.755, 2.629], [0.568, 1.914, 2.930], [0.905, 3.073, 2.690], [-0.718, 1.594, 3.237], [-1.660, 2.705, 3.366], [-1.443, 3.539, 4.593], [3.461, -0.069, 3.759], [6.132, 3.605, 3.912], [5.012, 3.803, 2.531], [4.465, 4.216, 4.155], [5.245, 1.412, 3.206], [4.654, 1.828, 4.849], [-0.308, -0.593, 2.898], [0.103, -0.137, 5.320], [0.249, -1.882, 4.950], [1.720, -0.914, 5.163], [1.542, -1.611, 1.544], [2.506, -1.743, 3.057], [1.028, -2.714, 2.871], [-1.576, 3.331, 2.471], [-2.626, 2.196, 3.384], [-2.153, 4.363, 4.570], [-1.626, 2.958, 5.499], [-0.430, 3.945, 4.600], [-4.432, -1.027, -4.128], [-3.225, -1.635, -3.622], [-3.293, -2.774, -2.905], [-4.478, -3.379, -2.445], [-4.388, -4.509, -1.626], [-3.154, -5.058, -1.278], [-1.979, -4.492, -1.811], [-0.725, -4.943, -1.592], [-0.511, -6.088, -0.738], [-2.068, -3.369, -2.626], [-0.874, -2.852, -3.201], [-0.444, -1.564, -3.145], [-0.924, -0.645, -2.117], [-0.526, 0.757, -2.260], [-0.333, 1.588, -1.201], [0.094, 2.966, -1.398], [0.361, 3.792, -0.278], [0.898, 5.077, -0.425], [1.178, 5.582, -1.699], [0.857, 4.814, -2.826], [0.289, 3.540, -2.679], [-1.637, -1.068, -1.181], [0.733, -1.533, -3.821], [1.630, -0.411, -3.992], [0.979, -2.779, -4.387], [-0.017, -3.602, -3.998], [-4.075, -0.263, -4.811], [-5.043, -1.758, -4.679], [-5.025, -0.571, -3.323], [-5.439, -2.948, -2.730], [-5.306, -4.954, -1.235], [-3.077, -5.918, -0.609], [0.568, -6.200, -0.740], [-0.875, -5.893, 0.280], [-0.994, -6.986, -1.147], [-0.477, 1.105, -3.294], [-0.537, 1.273, -0.175], [0.176, 3.402, 0.715], [1.114, 5.664, 0.464], [1.637, 6.570, -1.820], [1.047, 5.202, -3.825], [-0.012, 2.990, -3.576], [2.606, -0.796, -4.319], [1.247, 0.288, -4.750], [1.770, 0.137, -3.052], [1.846, -2.944, -5.000], [-0.213, -4.635, -4.198]], "forces_ev_per_angstrom": [[0.14, 0.40, -0.05], [-0.34, 0.36, -0.16], [1.08, 0.17, 0.25], [-1.17, -1.27, -0.35], [1.13, 1.34, 0.65], [0.17, -0.06, 0.01], [-0.16, 0.01, -0.08], [-0.11, -0.20, 0.00], [1.23, -1.27, -0.18], [-0.52, 0.29, -0.06], [-1.90, 1.18, 0.39], [0.77, -0.94, -0.78], [0.10, 0.01, 0.31], [-0.08, 0.31, -0.06], [-0.06, 0.17, -0.04], [0.10, -0.04, 0.14], [0.15, -0.06, -0.01], [-0.19, 0.03, 0.25], [-0.01, -0.08, -0.40], [0.16, -0.17, 0.06], [0.11, -0.13, -0.02], [-0.08, 0.02, 0.23], [-0.24, 0.08, 0.03], [0.07, -0.15, 0.05], [-0.21, -0.17, -0.38], [-0.04, -0.07, -0.19], [-0.12, -0.08, 0.09], [-0.03, 0.17, -0.05], [-0.09, 0.18, 0.09], [0.11, 0.03, 0.00], [-0.11, -0.06, 0.04], [0.18, -0.41, 0.21], [-0.48, 0.23, -0.42], [-0.83, -0.40, 0.11], [0.42, 0.30, -0.16], [0.12, 0.18, -0.06], [0.42, 0.02, -0.15], [-0.54, -0.40, 0.45], [-0.04, -0.43, 0.25], [-0.26, 0.42, -0.20], [-0.22, -0.27, 0.07], [0.51, 0.49, -0.78], [1.28, -2.68, -0.16], [-2.14, 1.33, 2.91], [-0.33, -0.24, 0.35], [-0.59, 0.04, -0.85], [0.33, 1.52, 0.06], [0.01, -0.33, -0.54], [-0.06, -0.19, -0.38], [-0.13, -0.31, 0.19], [-0.32, -0.50, 0.22], [0.28, 0.24, 0.12], [1.90, 0.50, -2.12], [-0.78, -0.47, -0.20], [0.71, 0.78, -0.17], [-0.18, 0.71, 0.43], [-0.58, 0.62, 0.49], [-0.12, 0.06, 0.01], [0.21, 0.18, 0.17], [0.23, -0.17, -0.13], [0.30, -0.20, 0.27], [0.35, 0.13, -0.15], [-0.15, 0.35, -0.30], [-0.05, -0.15, 0.15], [0.11, 0.00, -0.27], [0.09, 0.24, 0.04], [0.40, -0.03, 0.37], [0.35, -0.22, -0.24], [0.22, 0.05, 0.17], [-0.04, -0.16, -0.14], [-0.21, -0.41, 0.06], [-0.10, -0.05, 0.20], [0.28, 0.23, 0.25], [-0.41, 0.09, 0.10], [0.12, -0.28, 0.24], [-0.10, -0.26, -0.23], [0.02, -0.04, 0.01], [0.00, -0.10, -0.02]]}

***

Record 2
{"formula": "C18H10Cl2IrN4O2", "method": "ωB97M-V with the def2-TZVPD basis set", "e_tot_ha": -2085.58590, "largest_force_ev_per_a": 2.80, "homo_energy_ev": [-15.65, -15.18], "charge": 2, "spin_multiplicity": 2, "gap_ev": [6.30, 5.78], "species": ["Ir", "Cl", "C", "C", "C", "N", "C", "O", "C", "C", "C", "C", "C", "N", "C", "C", "C", "Cl", "N", "C", "O", "C", "C", "C", "C", "C", "N", "H", "H", "H", "H", "H", "H", "H", "H", "H", "H"], "coordinates": [[0.436, 0.113, -0.502], [-4.971, 3.825, 1.009], [-3.489, 3.043, 1.078], [-3.231, 2.017, 0.232], [-1.945, 1.416, 0.256], [-1.493, 0.456, -0.525], [-2.305, -0.318, -1.436], [-3.469, -0.141, -1.619], [-1.499, -1.365, -2.119], [-2.102, -2.277, -2.957], [-1.308, -3.227, -3.585], [0.058, -3.209, -3.364], [0.594, -2.254, -2.512], [-0.171, -1.355, -1.886], [-0.936, 1.881, 1.255], [-1.278, 2.914, 2.180], [-2.486, 3.504, 2.079], [-2.885, 4.786, 3.091], [0.195, 1.240, 1.145], [1.274, 1.296, 2.099], [1.303, 1.995, 3.063], [2.349, 0.339, 1.727], [3.436, 0.155, 2.547], [4.431, -0.730, 2.147], [4.304, -1.377, 0.931], [3.181, -1.140, 0.154], [2.209, -0.308, 0.548], [-3.981, 1.675, -0.460], [-3.172, -2.224, -3.104], [-1.750, -3.960, -4.246], [0.714, -3.922, -3.842], [1.656, -2.206, -2.329], [-0.572, 3.233, 2.928], [3.489, 0.709, 3.475], [5.297, -0.899, 2.773], [5.061, -2.062, 0.576], [3.055, -1.621, -0.804]], "forces_ev_per_angstrom": [[-1.57, -0.22, 2.31], [-0.15, 0.07, 0.01], [0.39, 0.27, 0.52], [0.26, -0.48, -0.08], [-0.22, 1.00, 0.55], [0.13, -0.57, -1.07], [-0.18, 0.16, 0.06], [0.00, 0.00, 0.08], [0.06, 0.05, -0.02], [-0.06, 0.07, 0.06], [0.01, -0.01, -0.05], [0.05, 0.02, 0.06], [-0.14, -0.18, -0.09], [1.09, 0.19, -0.30], [-1.17, 0.50, -0.10], [0.34, -0.58, -0.02], [-0.63, -0.10, -0.42], [-0.05, 0.12, 0.10], [1.51, 0.00, -0.76], [-0.06, 0.09, 0.07], [-0.11, 0.01, -0.02], [0.07, 0.01, -0.16], [-0.02, 0.05, 0.03], [0.04, 0.02, 0.01], [-0.03, -0.02, -0.06], [0.08, -0.07, 0.21], [0.29, -0.47, -0.84], [0.01, 0.05, -0.06], [0.00, -0.02, 0.00], [0.00, 0.00, 0.00], [0.00, 0.01, -0.01], [-0.01, 0.01, -0.02], [0.06, 0.04, -0.04], [0.01, -0.02, 0.01], [-0.01, -0.01, 0.01], [0.01, 0.01, -0.01], [-0.02, 0.00, 0.04]]}

***

Record 3
{"formula": "C21H43HoN2P3SSe", "method": "ωB97M-V with the def2-TZVPD basis set", "e_tot_ha": -5706.30782, "largest_force_ev_per_a": 3.69, "homo_energy_ev": [-16.21, -16.22], "charge": 3, "spin_multiplicity": 5, "gap_ev": [5.34, 5.47], "species": ["Ho", "P", "P", "P", "H", "C", "C", "H", "C", "C", "C", "C", "C", "C", "C", "C", "C", "H", "H", "H", "H", "H", "H", "H", "H", "H", "H", "H", "H", "H", "H", "H", "H", "H", "H", "H", "H", "H", "H", "H", "H", "H", "H", "H", "H", "H", "C", "C", "C", "C", "C", "C", "Se", "H", "H", "H", "H", "H", "H", "C", "N", "C", "C", "N", "C", "S", "H", "H", "H", "H", "H", "H"], "coordinates": [[0.032, 0.033, -0.156], [1.494, 0.399, -2.659], [2.210, 1.130, 1.235], [-1.623, -1.854, -1.335], [-1.252, 1.455, 2.299], [-1.573, 0.506, 1.811], [-0.903, -0.679, 2.105], [-0.120, -0.681, 2.865], [0.857, 1.886, -3.516], [3.307, 0.659, -2.660], [1.305, -0.903, -3.932], [1.999, 1.282, 3.058], [3.981, 0.656, 1.171], [2.198, 2.867, 0.656], [-2.949, -2.502, -0.237], [-1.251, -3.354, -2.311], [-2.554, -0.792, -2.512], [-2.616, 0.490, 1.420], [-1.430, -1.627, 2.004], [1.392, 2.071, -4.456], [0.958, 2.749, -2.849], [-0.216, 1.769, -3.704], [3.668, 0.925, -3.670], [3.797, -0.262, -2.318], [3.558, 1.456, -1.945], [1.828, -0.624, -4.865], [0.235, -1.060, -4.128], [1.718, -1.841, -3.539], [2.491, 2.191, 3.434], [2.430, 0.401, 3.561], [0.928, 1.315, 3.285], [4.608, 1.478, 1.553], [4.273, 0.418, 0.142], [4.143, -0.239, 1.789], [2.783, 3.485, 1.346], [1.166, 3.237, 0.615], [2.614, 2.943, -0.356], [-3.863, -2.725, -0.804], [-3.162, -1.758, 0.541], [-2.591, -3.418, 0.260], [-2.114, -3.626, -2.937], [-1.024, -4.194, -1.635], [-0.372, -3.178, -2.946], [-3.474, -1.313, -2.807], [-1.941, -0.574, -3.399], [-2.803, 0.180, -2.048], [-3.052, 3.603, 0.112], [-3.277, 3.368, 1.477], [-4.286, 4.052, 2.160], [-5.027, 5.052, 1.517], [-4.727, 5.365, 0.179], [-3.742, 4.654, -0.512], [-1.828, 2.585, -1.091], [-1.388, 1.586, 0.055], [-2.674, 2.637, 2.013], [-4.504, 3.809, 3.206], [-5.818, 5.585, 2.051], [-5.266, 6.162, -0.328], [-3.514, 4.900, -1.549], [3.291, -2.918, 2.640], [2.315, -3.783, 2.017], [1.928, -5.029, 2.508], [1.057, -5.543, 1.596], [0.908, -4.592, 0.587], [1.684, -3.497, 0.840], [1.901, -2.065, -0.084], [4.159, -2.761, 1.993], [2.864, -1.934, 2.862], [3.641, -3.386, 3.568], [2.305, -5.426, 3.451], [0.507, -6.475, 1.584], [0.399, -4.725, -0.279]], "forces_ev_per_angstrom": [[2.46, -1.10, -1.87], [0.25, 0.28, -0.97], [0.99, 0.62, 0.72], [-1.24, -0.75, -0.49], [0.10, -0.71, -0.72], [-0.07, -2.09, 2.52], [-2.58, 2.03, 1.68], [0.42, 0.16, -0.63], [-0.13, 0.10, 0.31], [0.02, 0.02, 0.40], [-0.17, -0.21, 0.23], [-0.29, -0.11, -0.07], [-0.04, -0.19, -0.32], [-0.08, 0.03, 0.01], [0.23, 0.13, 0.27], [0.53, 0.02, -0.10], [0.02, 0.16, 0.02], [0.96, -0.01, -0.07], [0.27, 0.01, -0.66], [-0.15, -0.05, 0.20], [0.12, -0.01, -0.22], [0.18, -0.03, -0.17], [-0.23, -0.11, 0.47], [-0.05, 0.18, -0.16], [0.05, -0.13, -0.34], [-0.26, -0.08, 0.43], [0.30, 0.05, -0.15], [0.00, 0.18, -0.18], [-0.16, -0.32, -0.11], [-0.15, 0.33, -0.20], [0.22, 0.19, 0.25], [-0.31, -0.26, -0.12], [0.04, 0.07, 0.26], [-0.07, 0.31, -0.23], [-0.10, 0.02, -0.23], [0.17, 0.10, 0.08], [-0.01, -0.01, 0.23], [0.27, 0.06, 0.17], [-0.27, -0.21, -0.15], [-0.16, 0.32, -0.17], [0.25, 0.10, 0.24], [-0.20, 0.32, -0.29], [-0.28, -0.14, 0.08], [0.21, 0.23, -0.06], [-0.21, -0.15, 0.18], [-0.09, -0.53, -0.20], [-0.56, 0.91, 0.44], [0.31, -0.59, -0.43], [-0.16, 0.35, -0.13], [0.37, -0.24, -0.44], [0.09, -0.24, 0.54], [0.24, -0.52, -0.27], [0.12, -0.28, 1.79], [-0.96, 1.58, -0.98], [-0.43, 0.32, -0.09], [0.24, 0.10, -0.44], [0.32, -0.20, -0.22], [0.15, -0.17, 0.08], [-0.22, 0.04, 0.16], [0.61, 0.37, 0.52], [-0.56, 0.08, -0.76], [-0.27, 0.15, -0.70], [0.00, 0.29, 0.04], [0.61, 0.44, 0.40], [-0.21, -1.43, 1.16], [-0.25, 0.18, -0.07], [-0.18, -0.18, -0.03], [-0.07, -0.28, 0.02], [-0.18, 0.17, -0.26], [-0.14, 0.16, -0.49], [0.20, 0.18, 0.00], [0.17, 0.01, 0.27]]}